Entry from the OMol25 dataset: a molecular structure, C33H34N5O4RuS4 (ωB97M-V with the def2-TZVPD basis set).

Geometry as XYZ:
```
81
Properties=species:S:1:pos:R:3
Ru -0.03481 -0.03974 0.22275
S 0.25952 0.09957 4.81481
C 0.41841 0.16710 3.16865
S 1.00099 -1.18760 2.27073
S 0.01200 1.54875 2.22503
C 5.63020 -1.63192 -5.70841
O 4.44046 -1.64886 -4.94401
C 3.41580 -2.43169 -5.39525
C 3.44433 -3.17619 -6.56114
C 2.34791 -3.95237 -6.92143
C 1.23304 -3.99279 -6.10685
C 1.20456 -3.25689 -4.92887
C 2.28238 -2.45712 -4.56769
N 2.35306 -1.71339 -3.38378
C 1.33889 -1.19864 -2.60606
N 0.16639 -1.01001 -3.23720
C -1.03672 -0.41111 -2.80801
C -1.37759 -0.13892 -1.48999
C -2.60821 0.48732 -1.26046
C -3.47979 0.79279 -2.29186
C -3.13869 0.48309 -3.60085
C -1.92140 -0.11171 -3.85984
O -1.50551 -0.48580 -5.12030
C -1.89404 0.33872 -6.20478
N 1.54234 -0.92669 -1.35450
C 2.83670 -1.09667 -0.81377
C 3.12865 -2.17658 0.00930
C 4.37826 -2.31006 0.59443
C 5.35046 -1.35437 0.36056
C 5.09273 -0.28475 -0.48653
C 3.84976 -0.16252 -1.08746
O 3.51697 0.84619 -1.95305
C 4.58327 1.50491 -2.60586
H 6.31036 -0.95383 -5.19962
H 5.44974 -1.26238 -6.72097
H 6.08209 -2.62567 -5.76176
H 4.31379 -3.16183 -7.20234
H 2.38634 -4.53278 -7.83337
H 0.38404 -4.60831 -6.37190
H 0.34405 -3.32332 -4.27833
H 3.28657 -1.51633 -3.06180
H 0.18051 -1.13660 -4.23837
H -2.90212 0.74442 -0.24870
H -4.43209 1.26586 -2.08535
H -3.82438 0.70104 -4.40869
H -2.97778 0.41223 -6.30361
H -1.49223 -0.13366 -7.09825
H -1.47553 1.34315 -6.09721
H 2.35513 -2.91458 0.17631
H 4.58011 -3.15107 1.24375
H 6.31949 -1.44266 0.83398
H 5.86528 0.44766 -0.68293
H 4.14260 2.04355 -3.44265
H 5.31677 0.79110 -2.99145
H 5.08901 2.21765 -1.94758
S -4.07396 -1.58720 2.91399
C -2.84019 -0.51096 2.34260
N -2.01126 -1.00560 1.49587
C -2.29366 -2.33471 1.22059
C -1.58029 -3.16413 0.35331
C -2.00408 -4.46422 0.18502
C -3.12928 -4.94794 0.85993
C -3.84103 -4.14564 1.72843
C -3.40994 -2.83616 1.90856
H -2.79128 0.50506 2.71100
H -0.72027 -2.76043 -0.16595
H -1.46229 -5.12709 -0.47729
H -3.45293 -5.96718 0.69327
H -4.71062 -4.52012 2.25213
C 1.24705 4.53980 -1.86602
N 2.13295 3.76959 -1.00627
C 3.46476 4.26783 -0.73035
C 1.71073 2.58909 -0.54723
O 0.61712 2.10812 -0.83431
H 1.74773 5.45668 -2.16548
H 0.32885 4.78700 -1.33239
H 0.97410 3.96744 -2.75329
H 3.42183 5.32684 -0.47849
H 4.11895 4.13981 -1.59745
H 3.89138 3.72925 0.11471
H 2.41889 2.09105 0.12883
```

Computed properties:
Energy relative to the best compared isomer or geometry (same formula, charge and spin): 9.9 kcal per mole
HOMO (spin up / spin down): -6.33 / -6.88 eV
Charge: 0
Multiplicity: 6
E_tot: -3540.211093 hartree
Kohn-Sham gap (spin up / spin down): 6.59 / 6.31 eV